1.
{
  "formula": "C3H4O3",
  "method": "the ωB97M-V functional and the def2-TZVPD basis",
  "largest_force_ev_per_a": 5.92,
  "e_tot_ha": -342.3613,
  "e_above_lowest_kj_mol": 248.5,
  "spin_multiplicity": 1,
  "gap_ev": 9.677,
  "elements": ["C", "C", "O", "C", "O", "O", "H", "H", "H", "H"],
  "coordinates": [[-1.25847, 1.45284, -0.38855], [-0.66380, -0.06261, 0.11150], [-1.48332, -0.94132, 0.40394], [0.80049, -0.34832, 0.24033], [1.47660, -1.37212, 0.52126], [1.33446, 0.71828, -0.56411], [-0.99844, 1.72501, -1.50550], [-2.28782, 1.21228, -0.51071], [-1.18926, 2.23373, 0.30205], [0.58426, 1.33876, -0.95422]],
  "forces_ev_per_angstrom": [[0.68, -3.46, -2.63], [-4.60, -0.99, 1.81], [2.09, 2.47, -1.04], [3.91, -1.23, -3.02], [-3.33, 4.87, -0.50], [-0.86, -0.23, 0.44], [0.05, -0.29, 2.21], [-0.96, -0.22, 0.18], [0.73, 1.12, 1.01], [2.29, -2.05, 1.56]]
}


2.
{
  "formula": "C5H14OS",
  "method": "the ωB97M-V functional and the def2-TZVPD basis",
  "largest_force_ev_per_a": 1.93,
  "e_tot_ha": -672.3053,
  "e_above_lowest_kj_mol": 38.0,
  "spin_multiplicity": 1,
  "gap_ev": 9.199,
  "elements": ["C", "C", "C", "C", "S", "C", "H", "H", "H", "H", "H", "H", "H", "H", "H", "H", "H", "H", "O", "H", "H"],
  "coordinates": [[0.33369, 1.22723, 0.45140], [0.40311, -0.18926, -0.18600], [-0.10596, -1.28391, 0.74659], [-1.57035, -1.16574, 1.23257], [-2.70883, -0.29466, 0.08105], [-2.74704, -1.43679, -1.30634], [0.95424, 1.20421, 1.34340], [-0.67252, 1.58628, 0.57585], [0.86681, 1.86987, -0.26045], [-0.07933, -0.26083, -1.15710], [1.45778, -0.35577, -0.32818], [-0.05695, -2.26009, 0.27456], [0.51783, -1.32590, 1.61771], [-1.58997, -0.53664, 2.10143], [-2.01255, -2.15088, 1.30540], [-2.68202, -2.50023, -1.09638], [-3.69716, -1.28461, -1.81692], [-1.97736, -1.16541, -2.02925], [5.31575, 3.45586, -0.23542], [5.30014, 2.68189, -0.80066], [4.75070, 4.18538, -0.51327]],
  "forces_ev_per_angstrom": [[0.94, -0.86, -1.45], [-0.26, 0.39, 1.02], [-1.00, -0.18, -0.53], [0.32, 0.74, -1.66], [-0.01, -0.37, 0.36], [-0.09, 0.38, -0.79], [-0.35, 0.20, 0.39], [-0.24, 0.15, 0.37], [-0.28, 0.27, 0.23], [-0.13, 0.25, -0.04], [0.49, -0.33, -0.33], [0.41, -0.15, -0.30], [0.46, -0.08, 0.58], [-0.39, -0.15, 0.74], [0.01, -0.08, 0.83], [0.10, -0.03, 0.49], [-0.09, 0.04, 0.06], [0.12, -0.20, 0.03], [0.49, 0.25, 0.87], [-0.48, 0.42, -0.39], [-0.01, -0.67, -0.47]]
}


3.
{
  "formula": "C7H14N2",
  "method": "the ωB97M-V functional and the def2-TZVPD basis",
  "largest_force_ev_per_a": 1.78,
  "e_tot_ha": -384.6134,
  "e_above_lowest_kj_mol": 48.4,
  "spin_multiplicity": 1,
  "gap_ev": 9.481,
  "elements": ["C", "C", "C", "N", "C", "N", "H", "H", "H", "H", "H", "H", "C", "C", "C", "H", "H", "H", "H", "H", "H", "H", "H"],
  "coordinates": [[1.06153, 3.02499, 0.57512], [1.13130, 1.64414, 1.14316], [0.55285, 1.15014, 2.28791], [1.05452, -0.11223, 2.44803], [1.95218, -0.32181, 1.44423], [1.97829, 0.70732, 0.61439], [0.04587, 3.35549, 0.37395], [1.72254, 3.10860, -0.28013], [1.45230, 3.68162, 1.36314], [0.11754, 1.72438, 3.08776], [0.67197, -0.90595, 2.92758], [2.46945, -1.23594, 1.21107], [-2.52838, -1.73526, -1.65751], [-1.12420, -1.74843, -1.03901], [-0.16797, -0.90937, -1.89247], [-2.54268, -2.38266, -2.52890], [-3.30964, -2.02274, -0.94606], [-2.75833, -0.68099, -1.82779], [-0.78382, -2.78974, -1.03244], [-1.11703, -1.46957, 0.01345], [0.75722, -0.60705, -1.40988], [-0.66838, 0.03923, -2.09718], [0.03287, -1.51420, -2.77841]],
  "forces_ev_per_angstrom": [[0.23, 0.06, 1.01], [0.08, -0.26, 0.24], [0.08, 0.80, -0.29], [1.04, -0.93, -0.26], [-0.86, 0.86, -1.30], [0.43, -0.39, 0.38], [-0.01, -0.06, -0.28], [-0.18, 0.00, -0.20], [-0.04, 0.21, -0.30], [-0.56, -0.33, -0.03], [-0.14, 0.28, 0.61], [-0.10, -0.25, 0.41], [0.17, 0.62, 1.26], [0.21, -0.74, 0.02], [-0.42, -0.10, 0.50], [-0.30, 0.34, -0.28], [0.20, -0.48, -0.10], [-0.16, -0.15, -0.77], [0.14, 0.02, 0.04], [-0.19, 0.42, 0.03], [0.19, -0.42, 0.15], [0.03, -0.08, -0.55], [0.12, 0.60, -0.30]]
}


4.
{
  "formula": "C11H18N3",
  "method": "the ωB97M-V functional and the def2-TZVPD basis",
  "largest_force_ev_per_a": 0.81,
  "e_tot_ha": -593.9818,
  "e_above_lowest_kj_mol": 0.0,
  "spin_multiplicity": 1,
  "charge": 1,
  "gap_ev": 9.511,
  "elements": ["N", "C", "C", "C", "C", "C", "C", "C", "N", "H", "H", "H", "H", "H", "H", "H", "H", "H", "H", "H", "C", "C", "C", "C", "N", "H", "H", "H", "H", "H", "H", "H"],
  "coordinates": [[3.18367, 0.12205, 1.69187], [2.98139, 1.18950, 0.70074], [1.93076, 2.21370, 1.11929], [0.56479, 1.68447, 1.40301], [-0.54634, 2.51735, 1.40492], [-1.80479, 2.02791, 1.67395], [-1.95985, 0.67813, 1.95620], [-0.84494, -0.12357, 1.96864], [0.36620, 0.39617, 1.69887], [4.15320, 0.04909, 1.96500], [2.98154, -0.77212, 1.25801], [2.73964, 0.79777, -0.28488], [3.90297, 1.74679, 0.56961], [2.24102, 2.79274, 1.98461], [1.83164, 2.92427, 0.30188], [-0.42709, 3.56298, 1.17909], [-2.66241, 2.67838, 1.66238], [-2.92452, 0.25870, 2.18001], [-0.94445, -1.16743, 2.21132], [1.16535, -0.22490, 1.75717], [-1.59070, -2.21085, -3.76064], [-2.12545, -1.78315, -2.39881], [-1.01048, -1.41741, -1.41234], [-0.17080, -2.55315, -1.03862], [0.48390, -3.44810, -0.74160], [-0.99144, -3.11905, -3.68557], [-2.41371, -2.41214, -4.44438], [-0.97079, -1.42881, -4.20278], [-2.73991, -2.58021, -1.97764], [-2.77210, -0.91212, -2.52022], [-1.44983, -1.00990, -0.50040], [-0.37815, -0.63609, -1.84099]],
  "forces_ev_per_angstrom": [[-0.36, -0.32, -0.39], [0.31, 0.26, 0.26], [-0.01, -0.29, -0.31], [-0.20, 0.43, 0.07], [-0.07, 0.15, -0.12], [0.12, -0.17, 0.00], [0.22, -0.17, 0.06], [-0.75, 0.29, 0.13], [-0.43, -0.49, 0.02], [0.02, 0.14, 0.22], [0.23, -0.14, -0.04], [-0.13, -0.17, -0.08], [0.17, 0.05, -0.07], [0.19, -0.02, 0.24], [-0.07, 0.20, -0.05], [0.19, 0.15, -0.05], [-0.11, 0.16, 0.00], [-0.12, -0.11, 0.03], [0.45, -0.22, -0.04], [0.39, 0.18, 0.18], [0.00, -0.02, 0.06], [0.01, -0.11, -0.25], [-0.25, 0.17, -0.05], [0.03, 0.02, -0.06], [0.06, 0.04, 0.11], [0.02, 0.01, 0.01], [0.01, -0.01, -0.01], [0.00, 0.00, -0.01], [0.01, 0.02, 0.07], [0.03, 0.02, 0.08], [0.00, -0.01, 0.03], [0.06, -0.04, -0.02]]
}


Repeat the fourth record exactly.
{
  "formula": "C11H18N3",
  "method": "the ωB97M-V functional and the def2-TZVPD basis",
  "largest_force_ev_per_a": 0.81,
  "e_tot_ha": -593.9818,
  "e_above_lowest_kj_mol": 0.0,
  "spin_multiplicity": 1,
  "charge": 1,
  "gap_ev": 9.511,
  "elements": ["N", "C", "C", "C", "C", "C", "C", "C", "N", "H", "H", "H", "H", "H", "H", "H", "H", "H", "H", "H", "C", "C", "C", "C", "N", "H", "H", "H", "H", "H", "H", "H"],
  "coordinates": [[3.18367, 0.12205, 1.69187], [2.98139, 1.18950, 0.70074], [1.93076, 2.21370, 1.11929], [0.56479, 1.68447, 1.40301], [-0.54634, 2.51735, 1.40492], [-1.80479, 2.02791, 1.67395], [-1.95985, 0.67813, 1.95620], [-0.84494, -0.12357, 1.96864], [0.36620, 0.39617, 1.69887], [4.15320, 0.04909, 1.96500], [2.98154, -0.77212, 1.25801], [2.73964, 0.79777, -0.28488], [3.90297, 1.74679, 0.56961], [2.24102, 2.79274, 1.98461], [1.83164, 2.92427, 0.30188], [-0.42709, 3.56298, 1.17909], [-2.66241, 2.67838, 1.66238], [-2.92452, 0.25870, 2.18001], [-0.94445, -1.16743, 2.21132], [1.16535, -0.22490, 1.75717], [-1.59070, -2.21085, -3.76064], [-2.12545, -1.78315, -2.39881], [-1.01048, -1.41741, -1.41234], [-0.17080, -2.55315, -1.03862], [0.48390, -3.44810, -0.74160], [-0.99144, -3.11905, -3.68557], [-2.41371, -2.41214, -4.44438], [-0.97079, -1.42881, -4.20278], [-2.73991, -2.58021, -1.97764], [-2.77210, -0.91212, -2.52022], [-1.44983, -1.00990, -0.50040], [-0.37815, -0.63609, -1.84099]],
  "forces_ev_per_angstrom": [[-0.36, -0.32, -0.39], [0.31, 0.26, 0.26], [-0.01, -0.29, -0.31], [-0.20, 0.43, 0.07], [-0.07, 0.15, -0.12], [0.12, -0.17, 0.00], [0.22, -0.17, 0.06], [-0.75, 0.29, 0.13], [-0.43, -0.49, 0.02], [0.02, 0.14, 0.22], [0.23, -0.14, -0.04], [-0.13, -0.17, -0.08], [0.17, 0.05, -0.07], [0.19, -0.02, 0.24], [-0.07, 0.20, -0.05], [0.19, 0.15, -0.05], [-0.11, 0.16, 0.00], [-0.12, -0.11, 0.03], [0.45, -0.22, -0.04], [0.39, 0.18, 0.18], [0.00, -0.02, 0.06], [0.01, -0.11, -0.25], [-0.25, 0.17, -0.05], [0.03, 0.02, -0.06], [0.06, 0.04, 0.11], [0.02, 0.01, 0.01], [0.01, -0.01, -0.01], [0.00, 0.00, -0.01], [0.01, 0.02, 0.07], [0.03, 0.02, 0.08], [0.00, -0.01, 0.03], [0.06, -0.04, -0.02]]
}


Please write out number 2 again, unchanged.
{
  "formula": "C5H14OS",
  "method": "the ωB97M-V functional and the def2-TZVPD basis",
  "largest_force_ev_per_a": 1.93,
  "e_tot_ha": -672.3053,
  "e_above_lowest_kj_mol": 38.0,
  "spin_multiplicity": 1,
  "gap_ev": 9.199,
  "elements": ["C", "C", "C", "C", "S", "C", "H", "H", "H", "H", "H", "H", "H", "H", "H", "H", "H", "H", "O", "H", "H"],
  "coordinates": [[0.33369, 1.22723, 0.45140], [0.40311, -0.18926, -0.18600], [-0.10596, -1.28391, 0.74659], [-1.57035, -1.16574, 1.23257], [-2.70883, -0.29466, 0.08105], [-2.74704, -1.43679, -1.30634], [0.95424, 1.20421, 1.34340], [-0.67252, 1.58628, 0.57585], [0.86681, 1.86987, -0.26045], [-0.07933, -0.26083, -1.15710], [1.45778, -0.35577, -0.32818], [-0.05695, -2.26009, 0.27456], [0.51783, -1.32590, 1.61771], [-1.58997, -0.53664, 2.10143], [-2.01255, -2.15088, 1.30540], [-2.68202, -2.50023, -1.09638], [-3.69716, -1.28461, -1.81692], [-1.97736, -1.16541, -2.02925], [5.31575, 3.45586, -0.23542], [5.30014, 2.68189, -0.80066], [4.75070, 4.18538, -0.51327]],
  "forces_ev_per_angstrom": [[0.94, -0.86, -1.45], [-0.26, 0.39, 1.02], [-1.00, -0.18, -0.53], [0.32, 0.74, -1.66], [-0.01, -0.37, 0.36], [-0.09, 0.38, -0.79], [-0.35, 0.20, 0.39], [-0.24, 0.15, 0.37], [-0.28, 0.27, 0.23], [-0.13, 0.25, -0.04], [0.49, -0.33, -0.33], [0.41, -0.15, -0.30], [0.46, -0.08, 0.58], [-0.39, -0.15, 0.74], [0.01, -0.08, 0.83], [0.10, -0.03, 0.49], [-0.09, 0.04, 0.06], [0.12, -0.20, 0.03], [0.49, 0.25, 0.87], [-0.48, 0.42, -0.39], [-0.01, -0.67, -0.47]]
}